ORCA calculation (ωB97M-V/def2-TZVPD) on 2 unconnected molecules or ions with the total composition C5H8N4 in a non-equilibrium geometry.

Last column: natural (NBO) charge in e.
CARTESIAN COORDINATES (ANGSTROEM)
1 H 3.961 1.398 -0.768  0.210
2 C -3.433 -0.533 0.635  -0.220
3 C 1.825 1.091 -0.047  0.280
4 N 2.093 -0.989 0.124  -0.162
5 H -1.098 -0.637 0.793  0.262
6 H 1.823 3.044 -0.647  0.400
7 H 1.802 -1.970 0.170  0.405
8 H -3.449 -2.693 -0.024  0.181
9 H -3.517 -1.420 -1.412  0.176
10 N 1.220 -0.012 0.333  -0.339
11 C -2.146 -0.679 0.471  -0.190
12 H -4.040 0.080 1.345  0.214
13 N 3.273 -0.643 -0.277  -0.211
14 C 3.147 0.678 -0.494  -0.162
15 H 0.398 2.524 0.196  0.402
16 C -3.240 -1.594 -0.288  -0.432
17 N 1.380 2.353 -0.110  -0.813

The calculation puts the HOMO energy at -8.4985 eV. The total energy is -414.1862 hartree. The net charge is 0. Its SMILES is Nc1cn[nH]n1.C1=CC1. The value obtained for the energy above the lowest of the compared OMol25 structures with the same formula, charge and spin is 3.971 eV. The value obtained for the HOMO-LUMO gap is 9.4320 eV.